[1]
C5H5N2 | ωB97M-V with the def2-TZVPD basis set

Values from the calculation:
- net charge = +1
- spin multiplicity = 1
- structure (SMILES) = [H]/N=[N+]1/C#CC=CC1
- HOMO-LUMO gap (Eh) = 0.30113

CARTESIAN COORDINATES (ANGSTROEM)
1 C -1.24855 -1.03181 -0.88500
2 C -1.50739 -0.44276 0.15897
3 C -0.03595 -1.07930 -1.58140
4 C 0.87575 -0.18647 -0.98438
5 C 0.44982 0.64796 0.23684
6 N -1.08444 0.49969 2.20334
7 N -0.81064 0.21767 1.06852
8 H 0.34153 -1.58909 -2.45825
9 H 1.87832 -0.23221 -1.31018
10 H 1.21773 0.92272 1.02727
11 H 0.08155 1.70114 -0.21917
12 H -0.15774 0.57245 2.74342

=====

[2]
C5H5N2OS | ωB97M-V with the def2-TZVPD basis set

Values from the calculation:
- net charge = -1
- spin multiplicity = 1
- HOMO-LUMO gap (spin up / spin down) (Eh) = 0.21144 / 0.21148

CARTESIAN COORDINATES (ANGSTROEM)
1 C -0.10161 -0.27702 0.93701
2 C 0.53514 0.51785 -1.26762
3 C -0.20619 -2.89639 -1.58501
4 C -0.57917 0.62625 -0.22590
5 C 1.20636 -1.44657 -0.44046
6 N 0.62710 -1.27615 0.76068
7 N 1.26334 -0.48683 -1.43261
8 O -1.20234 -2.84735 -0.96758
9 S 0.42340 -3.53856 -2.85237
10 H -0.15721 0.06087 1.98256
11 H 1.00006 1.42754 -1.78415
12 H -1.44766 0.25237 -0.84878
13 H -0.67784 1.62490 0.04962
14 H 1.75282 -2.36988 -0.63841

=====

[3]
C5H5N2OS3 | ωB97M-V with the def2-TZVPD basis set

Values from the calculation:
- net charge = +1
- spin multiplicity = 1
- HOMO-LUMO gap (spin up / spin down) (Eh) = 0.28428 / 0.28430

CARTESIAN COORDINATES (ANGSTROEM)
1 C 0.23486 -1.09380 0.14813
2 C -1.97159 -0.52482 -0.15479
3 C -1.74733 0.79191 -0.03530
4 C -3.36454 -0.98382 -0.02263
5 C -0.30904 1.19726 -0.20085
6 N 0.56833 0.19004 0.22484
7 N -0.94623 -1.54014 -0.14850
8 O -3.08617 2.97245 -0.58095
9 S -3.57077 -2.64578 -0.01144
10 S -4.52388 0.24004 0.00376
11 S -3.11850 1.86430 0.37837
12 H 1.00839 -1.85695 0.43428
13 H -0.09082 1.16220 -1.30706
14 H -0.04284 2.27386 0.22900
15 H 1.60040 0.33489 0.32160
16 H -1.31264 -2.49307 -0.15630